Density functional theory data (the ωB97M-V functional and the def2-TZVPD basis) for a 2-piece molecular cluster, C5H11NO overall.

XYZ file:
```
18
Properties=species:S:1:pos:R:3:forces:R:3
C -1.174647 -1.343099 -0.304754 0.0 0.0 0.0
C -0.944494 0.157604 -0.129929 -0.2 -0.1 -0.1
C -2.242343 0.898946 0.187512 0.0 0.0 0.0
N 0.044965 0.412566 0.898408 0.2 -0.1 0.8
C 0.255867 0.135613 2.050783 -0.1 0.0 -0.1
O 0.560937 -0.066578 3.168584 -0.1 0.1 -0.6
H -1.573125 -1.788447 0.616185 0.1 0.1 -0.1
H -0.239724 -1.853181 -0.553726 -0.1 0.1 0.0
H -1.897337 -1.516866 -1.108866 0.1 0.0 0.1
H -0.520996 0.565934 -1.054448 -0.1 -0.1 0.1
H -2.971185 0.751520 -0.617056 0.1 0.0 0.1
H -2.678297 0.521173 1.120380 0.1 0.1 -0.1
H -2.059090 1.971568 0.295477 0.0 -0.1 0.0
C 3.099923 0.244414 -0.918395 0.0 0.0 0.0
H 3.483141 1.199482 -1.287739 -0.1 -0.1 0.1
H 2.916261 -0.422363 -1.763563 0.0 0.1 0.1
H 3.836252 -0.205845 -0.248995 -0.1 0.0 -0.1
H 2.171083 0.407566 -0.367660 0.1 0.0 -0.1
```
Positions in Å, forces in eV/Å.

Output
DFT total energy ... -8901.096 eV
Relative energy (zero: lowest compared OMol25 entry of this formula, charge and spin) ... 0.601 eV
HOMO-LUMO gap ... 11.102 eV
SMILES string ... CC(C)N=C=O.C
HOMO level ... -0.3779 Eh
Maximum force ... 0.8 eV/A
LUMO level ... 0.030 hartree

Mulliken population analysis, charges in e, atoms 1 to 2: -1.32, 0.57